1.
{"formula": "C4H8I2N2", "method": "ωB97M-V/def2-TZVPD", "symbols": ["C", "C", "C", "C", "N", "N", "I", "I", "H", "H", "H", "H", "H", "H", "H", "H"], "positions_angstrom": [[-0.61155, 1.01491, -0.21594], [0.69096, 0.26706, -0.16135], [1.77507, 0.81219, 0.34822], [2.96555, -0.04187, 0.51637], [-1.70519, 0.40664, -0.54031], [-1.92265, -0.95398, -0.42453], [-5.10114, -0.96303, -1.09384], [-1.20687, -1.96855, 1.19528], [-0.57530, 2.04787, 0.02284], [-3.75540, -1.62157, -0.56782], [0.40345, -0.58881, -0.75646], [1.67129, 1.66311, 1.04540], [3.93419, 0.50052, 0.63741], [3.03293, -0.63432, -0.39527], [2.96037, -0.70810, 1.36287], [-2.55570, 0.76793, -0.97286]], "atomic_forces_ev_per_a": [[1.743, -0.130, 0.470], [-4.129, 1.565, -0.999], [0.116, -0.641, 2.296], [2.142, 0.516, -1.048], [-0.350, -2.775, 0.826], [0.243, 0.783, -0.947], [-1.019, 0.286, -0.305], [0.212, 0.262, 0.222], [-0.476, 0.997, -0.406], [0.686, -0.051, 0.141], [1.627, -0.897, 0.024], [-0.016, -0.103, -0.815], [-0.750, -0.088, -0.308], [0.324, -0.331, 0.122], [-0.571, -0.255, 0.417], [0.219, 0.861, 0.309]], "max_force_ev_per_a": 4.53, "charge": 0, "homo_ev": [-7.841, -7.844], "e_lumo_ev": [-0.6, -0.6], "e_above_lowest_kcal_mol": 0.00}

---

2.
{"formula": "C4H8IN2", "method": "ωB97M-V/def2-TZVPD", "symbols": ["C", "C", "C", "C", "N", "N", "I", "H", "H", "H", "H", "H", "H", "H", "H"], "positions_angstrom": [[-0.87873, -1.70456, -0.77730], [-0.37059, -0.35998, -1.04885], [-0.98003, -0.48597, 1.03109], [-0.19592, 1.70901, 0.48053], [-1.25376, -1.74942, 0.49537], [-0.46579, 0.32207, 0.19016], [3.54096, -0.20285, -0.33657], [-0.99050, -2.53706, -1.41598], [0.59547, -0.20556, -1.51137], [-1.12641, -0.10171, -1.89988], [-1.18590, -0.05671, 2.09549], [-0.22768, 2.33693, -0.44423], [-0.82007, 2.02082, 1.19858], [0.80662, 1.81939, 0.85100], [3.55233, -0.80441, 1.09196]], "atomic_forces_ev_per_a": [[0.331, 1.119, 4.000], [-0.618, 0.179, -3.337], [-0.927, -0.724, 2.090], [2.780, 0.191, -3.428], [-0.005, 0.215, -0.516], [-0.614, 0.385, -0.851], [-0.029, 0.530, -1.188], [-0.063, -0.643, -0.749], [0.364, -0.320, -0.126], [0.852, 0.653, 1.476], [0.224, -1.591, -1.916], [-0.383, -0.637, 0.799], [-2.542, 1.309, 2.389], [0.618, -0.141, 0.153], [0.012, -0.523, 1.203]], "max_force_ev_per_a": 4.42, "charge": 1, "homo_ev": -13.462, "e_lumo_ev": -5.2, "e_above_lowest_kcal_mol": 43.28}